Entry 1:
The following is a DFT calculation (the ωB97M-V functional and the def2-TZVPD basis) of the ion C4H9N2 with charge +1 in a non-equilibrium geometry.

Results
- HOMO energy: -13.317 eV
- Orbital gap: 8.0 eV
- SMILES string: C=C(N)/[NH+]=C/C
- Net charge: +1
- Multiplicity: 1
- ΔE to the lowest compared entry with this formula, charge and spin: 75.2 kcal/mol

Last column: Löwdin charge in e.
Geometry (Å):
C (1.2206, 0.5383, -0.3433)  -0.416
C (1.2854, 0.2309, 0.9803)  0.121
C (-0.9526, -0.0049, 0.0897)  -0.111
C (-1.7233, -1.1793, 0.2796)  -0.006
N (0.0169, 0.0438, -0.8004)  0.085
N (1.9883, 1.3941, -1.1026)  0.141
H (0.4741, -0.3641, 1.3561)  0.060
H (2.1358, 0.7910, 1.4633)  0.116
H (-1.0333, 0.8397, 0.6857)  0.133
H (-2.3631, -0.9873, 1.1983)  0.135
H (-0.9957, -1.9511, 0.5285)  0.119
H (-2.4677, -1.5763, -0.3937)  0.115
H (0.1283, -0.6071, -1.6780)  0.247
H (2.7395, 1.9882, -0.6590)  0.151
H (1.6116, 1.8092, -1.9411)  0.108

---

Entry 2:
The following is a DFT calculation (the ωB97M-V functional and the def2-TZVPD basis) of a cluster of 2 separate species, C5H15OPSi in total in a non-equilibrium geometry.

Results
- HOMO energy (alpha / beta): -5.342 / -10.113 eV
- Orbital gap (alpha / beta): 6.1 / 8.4 eV
- Net charge: 0
- Multiplicity: 3
- ΔE to the lowest compared entry with this formula, charge and spin: 0.0 kcal/mol

Last column: Löwdin charge in e.
Geometry (Å):
C (2.4191, 0.3910, 1.2299)  -0.233
C (1.0610, 2.3316, -0.8908)  -0.250
C (-0.4537, 1.4515, 1.8401)  -0.254
C (-1.6672, -2.4519, 0.4434)  -0.265
C (-1.4180, -1.0025, -2.2450)  -0.234
O (0.5375, -2.4180, -1.1849)  -0.402
Si (0.6968, 1.0179, 0.4440)  0.626
P (-0.5745, -1.5679, -0.6498)  0.608
H (2.8252, 1.1124, 1.9942)  0.032
H (2.3377, -0.6194, 1.5427)  -0.021
H (3.1880, 0.2301, 0.4588)  0.013
H (0.4347, 2.0862, -1.7588)  -0.005
H (0.7854, 3.2974, -0.4800)  0.008
H (2.1250, 2.3142, -1.2050)  0.031
H (-0.2028, 2.3702, 2.3218)  0.012
H (-1.5066, 1.7232, 1.5026)  0.051
H (-0.4768, 0.6437, 2.4896)  -0.014
H (-2.1378, -1.7660, 1.2164)  0.059
H (-2.2998, -2.9893, -0.2287)  0.021
H (-1.2057, -3.3319, 0.9870)  0.070
H (-0.7505, -0.0763, -2.4581)  0.034
H (-1.2168, -1.8779, -3.0682)  0.095
H (-2.5003, -0.8683, -2.3014)  0.017

---

Entry 3:
The following is a DFT calculation (the ωB97M-V functional and the def2-TZVPD basis) of the molecule C5H9NO.

Results
- HOMO energy: -9.166 eV
- Orbital gap: 9.9 eV
- SMILES string: CC/N=C\CC=O
- Net charge: 0
- Multiplicity: 1
- ΔE to the lowest compared entry with this formula, charge and spin: 52.2 kcal/mol

Last column: Löwdin charge in e.
Geometry (Å):
C (-1.4212, 0.2339, 1.2401)  -0.098
C (-1.6094, 0.2521, -0.2767)  -0.286
N (-0.7079, 0.8487, -1.2223)  0.030
C (0.5314, 0.6567, -1.2143)  -0.190
C (1.4977, 0.2280, -0.1433)  -0.135
C (1.7724, -1.2568, -0.1418)  -0.257
O (1.0050, -2.0854, -0.5685)  0.061
H (-1.1108, 1.2064, 1.6347)  0.074
H (-2.4034, -0.0006, 1.6625)  0.071
H (-0.7280, -0.5382, 1.5934)  0.062
H (-1.6745, -0.7783, -0.6436)  0.119
H (-2.5410, 0.7474, -0.5405)  0.097
H (0.9846, 0.7937, -2.1889)  0.108
H (1.1837, 0.5207, 0.8663)  0.110
H (2.4349, 0.7589, -0.3438)  0.113
H (2.7506, -1.5518, 0.2912)  0.121

---

Entry 4:
The following is a DFT calculation (the ωB97M-V functional and the def2-TZVPD basis) of a structure of composition C38H71As3IrOPSe.

Results
- HOMO energy: -12.861 eV
- Orbital gap: 5.8 eV
- Net charge: +2
- Multiplicity: 1
- ΔE to the lowest compared entry with this formula, charge and spin: 0.0 kcal/mol

Last column: Löwdin charge in e.
Geometry (Å):
Ir (-0.4211, -0.3407, 0.5579)  0.469
C (-3.0776, 0.9689, 2.9442)  -0.231
As (-1.2074, 0.6174, 2.6138)  1.021
C (-0.4052, 2.3813, 2.7160)  -0.247
C (-0.6883, -0.2792, 4.2667)  -0.299
C (0.6232, -1.0916, 4.2516)  -0.660
C (1.7598, -0.2827, 3.6344)  -0.080
C (0.3466, -2.3894, 3.4792)  -0.290
As (0.3367, -2.3232, 1.5417)  1.055
C (-0.6003, -3.9595, 1.1419)  -0.226
C (2.1349, -2.7040, 0.9482)  -0.231
C (0.9270, -1.4568, 5.7167)  -0.369
As (2.5740, -2.3721, 6.3944)  1.159
C (3.8542, -0.8882, 6.2847)  -0.341
C (3.2612, -3.4052, 4.8630)  -0.353
H (-3.1921, 1.4577, 3.9114)  0.055
H (-3.6188, 0.0316, 2.9405)  0.019
H (-3.4740, 1.6120, 2.1595)  0.045
H (-0.5647, 2.7686, 3.7219)  0.051
H (-0.8940, 3.0385, 1.9983)  0.025
H (0.6622, 2.3431, 2.5066)  0.028
H (-1.5217, -0.9373, 4.5230)  0.091
H (-0.6572, 0.5054, 5.0269)  0.096
H (1.5409, 0.0274, 2.5997)  0.033
H (2.6853, -0.8551, 3.6054)  0.059
H (1.9530, 0.6244, 4.2101)  0.104
H (-0.6421, -2.7666, 3.7528)  0.092
H (1.0629, -3.1756, 3.7213)  0.062
H (-0.0417, -4.7661, 1.6177)  0.057
H (-0.6478, -4.1239, 0.0679)  0.050
H (-1.5991, -3.9131, 1.5574)  0.003
H (2.4215, -3.6584, 1.3913)  0.053
H (2.8250, -1.9319, 1.2774)  0.022
H (2.1414, -2.7729, -0.1367)  0.036
H (0.0999, -2.0656, 6.0935)  0.070
H (0.9102, -0.5389, 6.3134)  0.072
H (3.4871, -0.0562, 6.8851)  0.024
H (4.0603, -0.5434, 5.2730)  0.008
H (4.7868, -1.2316, 6.7307)  0.024
H (2.6676, -4.3065, 4.7092)  0.017
H (4.2618, -3.7266, 5.1528)  0.028
H (3.3460, -2.8487, 3.9291)  -0.003
C (-8.0477, -0.0971, 1.4176)  -0.027
C (-6.6320, -0.2998, 0.9631)  -0.237
C (-5.8220, -1.2764, 1.5329)  -0.002
C (-4.5288, -1.5022, 1.0899)  -0.321
C (-3.7384, -2.6229, 1.6998)  -0.078
C (-4.0030, -0.7140, 0.0547)  -0.495
Se (-2.3154, -1.0916, -0.7587)  0.864
C (-4.7915, 0.3047, -0.5122)  -0.284
C (-4.3399, 1.2503, -1.5985)  -0.069
C (-6.0920, 0.4786, -0.0485)  -0.002
H (-8.3216, -0.7980, 2.2032)  0.082
H (-8.7396, -0.2289, 0.5852)  0.095
H (-8.1914, 0.9157, 1.7966)  0.092
H (-6.2222, -1.8939, 2.3289)  0.126
H (-4.2973, -3.1058, 2.5000)  0.095
H (-2.7773, -2.2817, 2.0930)  0.031
H (-3.5327, -3.3659, 0.9270)  0.081
H (-3.3291, 1.0600, -1.9478)  0.001
H (-4.3955, 2.2790, -1.2353)  0.095
H (-5.0042, 1.1801, -2.4604)  0.100
H (-6.7027, 1.2551, -0.4966)  0.135
O (0.7958, -0.7041, -1.0893)  -0.580
P (1.2274, 0.3613, -2.1520)  0.908
C (2.5054, 1.3898, -1.3318)  -0.327
C (3.5468, 0.5470, -0.5673)  -0.185
C (4.8172, 0.2378, -1.3528)  -0.185
C (5.4500, 1.5232, -1.8678)  -0.187
C (4.4750, 2.2447, -2.7871)  -0.184
C (3.1607, 2.5714, -2.0781)  -0.170
C (1.8325, -0.6610, -3.5311)  -0.314
C (0.8900, -1.8516, -3.8205)  -0.178
C (-0.1086, -1.5874, -4.9401)  -0.189
C (0.6255, -1.1954, -6.2151)  -0.188
C (1.3887, 0.1015, -5.9965)  -0.186
C (2.3543, 0.0355, -4.8108)  -0.160
C (-0.2503, 1.3793, -2.4835)  -0.341
C (-0.2226, 2.3315, -3.7004)  -0.165
C (-1.2422, 3.4518, -3.5205)  -0.173
C (-0.8466, 4.3765, -2.3689)  -0.161
C (-0.2637, 3.5884, -1.1779)  -0.162
C (-0.7237, 2.1317, -1.2189)  -0.228
H (1.8524, 1.8238, -0.5589)  0.096
H (3.0774, -0.3674, -0.2064)  0.067
H (3.8331, 1.1238, 0.3189)  0.128
H (4.6009, -0.4237, -2.1985)  0.107
H (5.5109, -0.3044, -0.7079)  0.120
H (6.3814, 1.3122, -2.3932)  0.121
H (5.7050, 2.1661, -1.0185)  0.123
H (4.3022, 1.6194, -3.6646)  0.092
H (4.9077, 3.1761, -3.1546)  0.124
H (2.4619, 3.0397, -2.7712)  0.091
H (3.3756, 3.3289, -1.3174)  0.128
H (2.7089, -1.0791, -3.0167)  0.109
H (0.3829, -2.1560, -2.9042)  0.091
H (1.5211, -2.6940, -4.1174)  0.129
H (-0.8089, -0.7919, -4.6536)  0.107
H (-0.7084, -2.4845, -5.0997)  0.120
H (-0.0666, -1.0874, -7.0505)  0.119
H (1.3195, -1.9987, -6.4830)  0.124
H (0.6714, 0.9107, -5.8600)  0.086
H (1.9659, 0.3640, -6.8843)  0.123
H (2.7077, 1.0418, -4.5860)  0.085
H (3.2364, -0.5293, -5.1236)  0.129
H (-0.9868, 0.5921, -2.6898)  0.073
H (-0.4566, 1.7611, -4.5950)  0.094
H (0.7661, 2.7679, -3.8553)  0.107
H (-2.2269, 3.0108, -3.3378)  0.113
H (-1.3329, 4.0209, -4.4453)  0.125
H (-1.7113, 4.9580, -2.0479)  0.116
H (-0.1043, 5.0967, -2.7170)  0.119
H (-0.5800, 4.0447, -0.2388)  0.108
H (0.8258, 3.6364, -1.1902)  0.094
H (-1.8126, 2.0883, -1.1764)  0.087
H (-0.3828, 1.6503, -0.2720)  0.023

---

Entry 5:
The following is a DFT calculation (the ωB97M-V functional and the def2-TZVPD basis) of a cluster of 2 separate species, C2HCl2FNO2 in total in a non-equilibrium geometry.

Results
- HOMO energy (alpha / beta): -4.929 / -4.929 eV
- Orbital gap (alpha / beta): 6.8 / 6.8 eV
- Net charge: -1
- Multiplicity: 1
- ΔE to the lowest compared entry with this formula, charge and spin: 126.8 kcal/mol

Last column: Löwdin charge in e.
Geometry (Å):
C (1.1507, 1.7099, 0.2171)  -0.849
C (-0.7966, -1.1585, 0.7544)  -0.984
N (0.4731, 0.8459, -0.8398)  0.074
O (1.2883, 2.8894, 0.0627)  0.013
O (1.4612, 0.8886, 1.0733)  -0.111
F (-0.1403, 1.5412, -2.1055)  -0.230
Cl (0.7109, -2.0318, 0.9437)  0.497
Cl (-1.1745, -0.3171, 2.1548)  0.572
H (-0.2042, 0.0540, -0.2843)  0.018

---

Entry 6:
The following is a DFT calculation (the ωB97M-V functional and the def2-TZVPD basis) of a cluster of 4 separate species, C28H54N5O7PS2 in total in a non-equilibrium geometry.

Results
- HOMO energy: -8.708 eV
- Orbital gap: 7.3 eV
- SMILES string: CS(=O)(=O)c1cc2c(c([PH2]=N)c1CCCS)C(=O)C(CCN)=CC2=O.COC[C@@H](C)N.COC[C@@H](C)N.COC[C@@H](C)N
- Net charge: 0
- Multiplicity: 1

Last column: Löwdin charge in e.
Geometry (Å):
C (4.9755, -1.4543, -0.9386)  -0.116
S (3.7425, -2.2101, -1.9954)  0.669
O (3.7669, -1.6900, -3.3449)  -0.313
O (4.0402, -3.6217, -2.0669)  -0.319
C (2.0552, -2.0913, -1.3788)  -0.192
C (1.2921, -3.2000, -1.6500)  0.021
C (-0.0233, -3.2713, -1.2927)  -0.073
C (-0.6074, -2.1935, -0.6250)  -0.066
C (0.1502, -1.0594, -0.3374)  -0.187
P (-0.6889, 0.3617, 0.5079)  0.784
N (-1.0015, 0.1035, 2.0288)  -0.280
C (1.5021, -0.9992, -0.7132)  -0.176
C (2.3397, 0.2354, -0.4177)  -0.159
C (2.6512, 0.9559, -1.7767)  -0.246
C (1.5948, 2.0327, -2.0736)  -0.540
S (1.7299, 3.4487, -0.9202)  0.712
C (-2.0931, -2.3707, -0.2711)  -0.269
O (-2.5689, -1.9961, 0.7765)  0.104
C (-2.8955, -3.1101, -1.3285)  -0.110
C (-4.3365, -2.7557, -1.7167)  -0.120
C (-5.0550, -1.7242, -0.8256)  -0.274
N (-4.5785, -0.3486, -0.9647)  0.013
C (-2.3139, -4.1270, -1.9530)  0.055
C (-0.8868, -4.4749, -1.6277)  -0.301
O (-0.4634, -5.6113, -1.6130)  0.129
H (4.7714, -1.6730, 0.1110)  0.082
H (5.9380, -1.8293, -1.2948)  0.087
H (4.9466, -0.3756, -1.1215)  0.048
H (1.7228, -4.0381, -2.1946)  0.140
H (-1.8623, 0.5753, -0.2704)  0.004
H (0.0909, 1.5364, 0.4399)  -0.029
H (-0.6544, -0.8176, 2.2773)  -0.027
H (1.7892, 0.9792, 0.1611)  0.031
H (3.2439, 0.0162, 0.1501)  0.102
H (2.5933, 0.2444, -2.6056)  0.095
H (3.6449, 1.4209, -1.7620)  0.105
H (0.5861, 1.6133, -1.9483)  0.060
H (1.6497, 2.3782, -3.1100)  0.072
H (0.4372, 3.8170, -0.7640)  -0.138
H (-4.9078, -3.6828, -1.8460)  0.119
H (-4.2775, -2.3138, -2.7260)  0.122
H (-6.1282, -1.7016, -1.0569)  0.103
H (-4.9738, -2.0348, 0.2196)  0.099
H (-3.7236, -0.2073, -0.4375)  0.010
H (-4.3062, -0.1537, -1.9256)  0.067
H (-2.8158, -4.7230, -2.7125)  0.137
C (0.1083, 3.9402, 5.7115)  -0.073
C (0.1530, 3.1667, 4.3969)  -0.432
C (1.5777, 2.8611, 3.9105)  -0.208
O (2.2552, 3.9628, 3.3283)  -0.199
C (2.8609, 4.8470, 4.2527)  -0.109
N (-0.6200, 3.8983, 3.3905)  0.046
H (0.3512, 4.9953, 5.5832)  0.063
H (-0.8931, 3.8934, 6.1405)  0.075
H (0.8019, 3.5158, 6.4412)  0.077
H (-0.3379, 2.2048, 4.5682)  0.131
H (1.5045, 2.1124, 3.1158)  0.108
H (2.1855, 2.4136, 4.7080)  0.119
H (3.2446, 4.3192, 5.1305)  0.090
H (2.1595, 5.6258, 4.5609)  0.075
H (3.6956, 5.3350, 3.7485)  0.086
H (-0.6672, 3.3295, 2.5486)  0.051
H (-0.0671, 4.7045, 3.1082)  0.067
C (8.0076, 3.6502, -4.1115)  -0.072
C (8.5620, 2.9627, -2.8679)  -0.431
C (8.5475, 1.4278, -2.9559)  -0.208
O (7.2742, 0.8368, -2.7629)  -0.204
C (6.4405, 0.8181, -3.9124)  -0.093
N (7.8326, 3.4501, -1.6928)  0.039
H (6.9197, 3.6070, -4.1609)  0.064
H (8.2852, 4.7046, -4.1131)  0.076
H (8.4096, 3.2002, -5.0220)  0.078
H (9.6084, 3.2664, -2.7680)  0.135
H (9.1725, 1.0396, -2.1466)  0.121
H (8.9960, 1.0765, -3.8937)  0.121
H (7.0107, 0.6827, -4.8348)  0.095
H (5.8481, 1.7351, -3.9663)  0.076
H (5.7478, -0.0165, -3.8070)  0.067
H (8.2659, 3.0712, -0.8549)  0.071
H (6.9118, 3.0183, -1.7059)  0.064
C (-9.3527, -4.0158, 2.9612)  -0.073
C (-8.3747, -2.8590, 2.7815)  -0.430
C (-8.8202, -1.8358, 1.7240)  -0.206
O (-8.6329, -2.2543, 0.3832)  -0.202
C (-9.6540, -3.0920, -0.1272)  -0.106
N (-7.0453, -3.4038, 2.4881)  0.042
H (-9.2918, -4.7421, 2.1508)  0.063
H (-9.1356, -4.5512, 3.8860)  0.076
H (-10.3821, -3.6551, 3.0208)  0.078
H (-8.3208, -2.3279, 3.7365)  0.136
H (-8.1984, -0.9436, 1.8379)  0.123
H (-9.8578, -1.5167, 1.8862)  0.119
H (-10.6366, -2.8289, 0.2739)  0.091
H (-9.4331, -4.1419, 0.0791)  0.075
H (-9.6759, -2.9673, -1.2104)  0.086
H (-6.3730, -2.6410, 2.4685)  0.067
H (-7.0599, -3.7389, 1.5277)  0.064

---

The lowest net charge belongs to which entry?
C2HCl2FNO2

---

What is the multiplicity in the first record?
1